Entry 1:
Molecular formula: C5H13NO2
Method: DFT, ωB97M-V/def2-TZVPD

The strongest force on any atom comes out at 0.54 eV/Å. As for the total charge: 0. As for the HOMO-LUMO gap: 10.15 eV. The SMILES is C=C(C)C.NC(O)O. The calculation puts the energy above the lowest of the compared OMol25 structures with the same formula, charge and spin at 33.3 kcal per mole. The value obtained for the HOMO energy is -0.345 Eh.

Bonds (Å) are listed after each position.
CARTESIAN COORDINATES (ANGSTROEM)
1 C 1.3055 -1.0117 -1.1685  C2 1.331, H5 1.076, H6 1.076
2 C 1.6456 -0.0935 -0.2677  C1 1.331, C3 1.499, C4 1.497
3 C 1.4570 1.3741 -0.5063  C2 1.499, H7 1.094, H8 1.090, H9 1.092
4 C 2.2842 -0.4567 1.0366  C2 1.497, H10 1.094, H11 1.086, H12 1.085
5 H 0.8711 -0.7377 -2.1145  C1 1.076
6 H 1.4637 -2.0627 -0.9979  C1 1.076
7 H 2.4120 1.8185 -0.8003  C3 1.094
8 H 0.7286 1.5649 -1.2949  C3 1.090
9 H 1.1280 1.8781 0.4051  C3 1.092
10 H 1.7176 -0.0410 1.8756  C4 1.094
11 H 3.2840 -0.0364 1.0879  C4 1.086
12 H 2.3463 -1.5332 1.1566  C4 1.085
13 N -2.9060 -0.8186 -0.5821  C14 1.427, H17 1.016, H18 1.011
14 C -1.9424 0.0318 0.0388  N13 1.427, O15 1.416, O16 1.386, H19 1.096
15 O -1.8255 -0.3072 1.4084  C14 1.416, H20 0.964
16 O -2.2803 1.3680 -0.1069  C14 1.386, H21 0.967
17 H -3.7585 -0.8346 -0.0298  N13 1.016
18 H -2.5600 -1.7664 -0.6400  N13 1.011
19 H -0.9744 -0.0956 -0.4586  C14 1.096
20 H -1.1857 0.2774 1.8295  O15 0.964
21 H -3.2107 1.4823 0.1288  O16 0.967

natural (NBO) population analysis, charges in e, atoms 1 to 5: C -0.430; C 0.036; C -0.654; C -0.640; H 0.196

=====

Entry 2:
Molecular formula: C8H18Cl
Method: DFT, ωB97M-V/def2-TZVPD

The strongest force on any atom comes out at 2.39 eV/Å. As for the total charge: 0. Its spin multiplicity is 2. As for the HOMO-LUMO gap (spin up / spin down): 9.08 / 11.16 eV. As for the expectation value of S²: 0.753. The calculation puts the energy above the lowest of the compared OMol25 structures with the same formula, charge and spin at 27.2 kcal per mole. The value obtained for the HOMO energy (spin up / spin down) is -0.309 / -0.407 Eh.

Bonds (Å) are listed after each position.
CARTESIAN COORDINATES (ANGSTROEM)
1 Cl -0.3345 -4.0043 2.8120  H2 1.284
2 H -1.2243 -3.1773 2.3960  Cl1 1.284
3 C -2.1125 0.7514 -0.0692  C4 1.597, C6 1.549, H11 1.103
4 C -2.9929 0.9652 1.2464  C3 1.597, C5 1.529, H12 1.097, H13 1.122
5 C -4.1349 -0.0491 1.3117  C4 1.529, H14 1.092, H15 1.091, H16 1.097
6 C -0.5683 0.8311 0.0311  C3 1.549, C7 1.526, H17 1.110, H18 1.105
7 C 0.3916 -0.1201 -0.6787  C6 1.526, C8 1.576, H19 1.116, H20 1.094
8 C 1.8643 0.4379 -0.6144  C7 1.576, C9 1.527, H21 1.096, H22 1.094
9 C 2.8421 -0.2003 -1.5987  C8 1.527, C10 1.535, H23 1.102, H24 1.106
10 C 4.2929 0.3014 -1.6240  C9 1.535, H25 1.089, H26 1.086, H27 1.091
11 H -2.3587 -0.3038 -0.2749  C3 1.103
12 H -2.2339 0.7559 2.0096  C4 1.097
13 H -3.3751 1.9960 1.4713  C4 1.122
14 H -4.9728 0.2507 1.9445  C5 1.092
15 H -4.5353 -0.2378 0.3150  C5 1.091
16 H -3.7519 -1.0009 1.7005  C5 1.097
17 H -0.1547 1.8489 -0.1273  C6 1.110
18 H -0.4683 0.6039 1.1080  C6 1.105
19 H 0.3735 -1.1166 -0.1761  C7 1.116
20 H 0.1340 -0.2875 -1.7284  C7 1.094
21 H 1.7790 1.5086 -0.8339  C8 1.096
22 H 2.2258 0.3434 0.4138  C8 1.094
23 H 2.8576 -1.2925 -1.4560  C9 1.102
24 H 2.4260 -0.0452 -2.6111  C9 1.106
25 H 4.8056 -0.1922 -2.4482  C10 1.089
26 H 4.3669 1.3705 -1.7969  C10 1.086
27 H 4.8587 0.0627 -0.7222  C10 1.091

natural (NBO) population analysis, charges in e, atoms 1 to 5: Cl -0.265; H 0.265; C -0.042; C -0.462; C -0.614

=====

Entry 3:
Molecular formula: C23H27N2O2
Method: DFT, ωB97M-V/def2-TZVPD

The strongest force on any atom comes out at 0.94 eV/Å. As for the total charge: +1. As for the HOMO-LUMO gap: 7.99 eV. The SMILES is Cc1cc(C)c2c(CN3CC[NH+](Cc4ccccc4)CC3)cc(=O)oc2c1. The calculation puts the energy above the lowest of the compared OMol25 structures with the same formula, charge and spin at 0.0 kcal per mole. The value obtained for the HOMO energy is -0.399 Eh.

Bonds (Å) are listed after each position.
CARTESIAN COORDINATES (ANGSTROEM)
1 C -4.7467 -3.9829 0.2316  C2 1.492, H28 1.088, H29 1.086, H30 1.090
2 C -4.1301 -2.6305 0.0985  C1 1.492, C3 1.395, C27 1.379
3 C -3.0175 -2.4374 -0.7206  C2 1.395, C4 1.381, H31 1.080
4 C -2.4167 -1.2083 -0.9058  C3 1.381, C5 1.500, C6 1.417
5 C -1.2128 -1.1750 -1.8003  C4 1.500, H32 1.087, H33 1.085, H34 1.090
6 C -2.9445 -0.0692 -0.2493  C4 1.417, C7 1.448, C26 1.415
7 C -2.5137 1.3078 -0.3754  C6 1.448, C8 1.510, C22 1.354
8 C -1.4395 1.7917 -1.3195  C7 1.510, N9 1.462, H35 1.101, H36 1.089
9 N -0.0937 1.5229 -0.8141  C8 1.462, C10 1.449, C21 1.448
10 C 0.1647 2.1248 0.4780  N9 1.449, C11 1.523, H37 1.091, H38 1.106
11 C 1.4916 1.6017 1.0136  C10 1.523, N12 1.483, H39 1.091, H40 1.091
12 N 2.5866 1.9618 0.0806  C11 1.483, C13 1.500, C20 1.482, H41 1.027
13 C 3.9415 1.5642 0.5867  N12 1.500, C14 1.506, H42 1.092, H43 1.092
14 C 4.0842 0.0754 0.7603  C13 1.506, C15 1.391, C19 1.391
15 C 4.5552 -0.7131 -0.2849  C14 1.391, C16 1.384, H44 1.080
16 C 4.6871 -2.0812 -0.1240  C15 1.384, C17 1.385, H45 1.079
17 C 4.3534 -2.6739 1.0825  C16 1.385, C18 1.385, H46 1.078
18 C 3.8981 -1.8939 2.1326  C17 1.385, C19 1.384, H47 1.078
19 C 3.7653 -0.5256 1.9739  C14 1.391, C18 1.384, H48 1.080
20 C 2.2864 1.4070 -1.2601  N12 1.482, C21 1.526, H49 1.091, H50 1.091
21 C 0.9366 1.9228 -1.7498  N9 1.448, C20 1.526, H51 1.091, H52 1.106
22 C -3.1234 2.2585 0.3711  C7 1.354, C23 1.450, H53 1.079
23 C -4.1869 1.9835 1.3177  C22 1.450, O24 1.203, O25 1.359
24 O -4.6892 2.7956 2.0501  C23 1.203
25 O -4.6157 0.6938 1.3519  C23 1.359, C26 1.351
26 C -4.0465 -0.2836 0.6123  C6 1.415, O25 1.351, C27 1.391
27 C -4.6284 -1.5371 0.7741  C2 1.379, C26 1.391, H54 1.078
28 H -3.9856 -4.7329 0.4377  C1 1.088
29 H -5.4858 -3.9986 1.0269  C1 1.086
30 H -5.2373 -4.2588 -0.7013  C1 1.090
31 H -2.6093 -3.2951 -1.2354  C3 1.080
32 H -0.8348 -2.1852 -1.9368  C5 1.087
33 H -0.4258 -0.5597 -1.3771  C5 1.085
34 H -1.4770 -0.7927 -2.7858  C5 1.090
35 H -1.5808 2.8736 -1.4698  C8 1.101
36 H -1.5392 1.3043 -2.2880  C8 1.089
37 H -0.6319 1.8392 1.1664  C10 1.091
38 H 0.1876 3.2297 0.4257  C10 1.106
39 H 1.6997 2.0292 1.9953  C11 1.091
40 H 1.4571 0.5139 1.0908  C11 1.091
41 H 2.5794 2.9850 -0.0078  N12 1.027
42 H 4.0970 2.0696 1.5425  C13 1.092
43 H 4.6813 1.9312 -0.1284  C13 1.092
44 H 4.8403 -0.2571 -1.2219  C15 1.080
45 H 5.0588 -2.6820 -0.9390  C16 1.079
46 H 4.4610 -3.7395 1.2086  C17 1.078
47 H 3.6536 -2.3483 3.0796  C18 1.078
48 H 3.4310 0.0771 2.8057  C19 1.080
49 H 3.0769 1.6956 -1.9546  C20 1.091
50 H 2.2591 0.3193 -1.1743  C20 1.091
51 H 0.7263 1.4789 -2.7242  C21 1.091
52 H 0.9779 3.0208 -1.8803  C21 1.106
53 H -2.8525 3.3004 0.2934  C22 1.079
54 H -5.4722 -1.6178 1.4402  C27 1.078

natural (NBO) population analysis, charges in e, atoms 1 to 5: C -0.635; C 0.047; C -0.231; C 0.030; C -0.647

=====

> The highest total charge belongs to which entry?

C23H27N2O2

=====

> Which of these has the lowest strongest force on any atom?

C5H13NO2

=====

> total charge of number 2 (C8H18Cl)?

0